[1]
C15H18ClN3O3S in the gas phase in a non-equilibrium geometry. Source: the OMol25 dataset; level of theory: ωB97M-V with the def2-TZVPD basis set.

The geometry in XYZ format:
```
41
Properties=species:S:1:pos:R:3:forces:R:3:mulliken_charge:R:1
C 0.51116 -2.44664 1.68857 0.3 0.0 -0.1 -0.908
C 1.98834 -2.24376 1.36376 -0.2 -0.1 0.7 -0.661
N 2.18480 -1.51971 0.12871 0.7 0.8 0.0 0.160
C 2.06138 -2.23028 -1.13065 0.0 0.1 -0.8 -0.806
C 1.12016 -1.51316 -2.09094 0.1 -0.3 0.1 -0.749
S 3.17603 -0.19467 0.13280 -0.4 -0.1 0.2 1.425
O 3.95696 -0.18406 -1.06880 -0.3 -0.2 -0.2 -0.660
O 3.85073 -0.10123 1.39598 -0.2 -0.1 0.1 -0.683
C 2.02643 1.20022 0.06013 0.5 -0.4 0.0 0.136
C 0.66347 1.01337 0.10644 -0.1 0.0 0.0 0.711
C -0.19374 2.11112 0.05529 0.4 0.2 0.0 -0.451
C -1.67401 2.01339 0.11123 0.1 0.5 0.1 1.083
O -2.35416 3.01678 0.27582 0.1 -0.3 -0.1 -0.708
C -2.31140 0.70717 -0.04403 -0.5 -0.5 -0.1 -0.319
N -1.72744 -0.45333 -0.30742 0.3 0.4 0.0 -0.222
C -2.70476 -1.36743 -0.38394 -0.4 0.0 0.0 -0.791
C -3.92213 -0.76546 -0.16508 0.2 -0.4 -0.1 -0.340
N -3.67020 0.54375 0.04653 0.5 -0.1 0.0 0.148
C -4.66230 1.54552 0.31434 -0.5 0.7 0.1 -0.783
C 0.35656 3.39448 -0.02732 -0.2 -0.2 0.0 -0.685
C 1.72163 3.58487 -0.06415 0.2 -0.2 0.0 -0.689
C 2.56371 2.47760 -0.01735 -0.3 0.0 0.0 -0.031
Cl 4.25959 2.65475 -0.04344 0.4 0.6 0.0 -0.184
H 0.41726 -3.03408 2.59833 -0.1 -0.1 0.1 0.459
H 0.01302 -1.49272 1.83635 -0.1 0.1 0.0 0.180
H 0.01058 -2.97276 0.87991 -0.1 -0.1 -0.1 0.198
H 2.47040 -1.65292 2.14340 -0.1 -0.3 0.1 0.423
H 2.49344 -3.21751 1.31395 0.0 0.1 0.0 0.359
H 1.69057 -3.23487 -0.91817 0.1 0.1 0.1 0.483
H 3.05165 -2.31151 -1.59150 -0.1 -0.2 0.0 0.387
H 1.02606 -2.09178 -3.00682 0.0 0.0 -0.2 0.447
H 1.52542 -0.53575 -2.33831 0.0 0.1 -0.1 0.268
H 0.13562 -1.38429 -1.64865 -0.1 0.0 0.0 0.043
H 0.26565 0.01576 0.16951 0.0 0.0 0.0 0.050
H -2.49000 -2.39650 -0.59080 0.0 -0.2 0.0 0.466
H -4.91375 -1.16976 -0.14783 -0.2 0.0 0.0 0.410
H -4.65875 2.30109 -0.47231 -0.1 -0.1 0.1 0.303
H -5.64163 1.07194 0.36579 0.1 0.0 0.0 0.310
H -4.44590 2.04979 1.25665 -0.1 -0.1 -0.1 0.294
H -0.31642 4.23873 -0.06013 0.0 0.0 0.0 0.481
H 2.14596 4.57381 -0.12587 0.1 0.1 0.0 0.443
```
Positions in Å, forces in eV/Å.

LUMO level ... -0.5 eV
SMILES ... CCN(CC)S(=O)(=O)c1cc(C(=O)c2nccn2C)ccc1Cl

---

[2]
C15H18ClNO4 in the gas phase in a non-equilibrium geometry. Source: the OMol25 dataset; level of theory: ωB97M-V with the def2-TZVPD basis set.

The geometry in XYZ format:
```
39
Properties=species:S:1:pos:R:3:forces:R:3:mulliken_charge:R:1
C 5.86488 0.28009 1.86096 -0.3 -0.1 -0.3 -1.132
C 5.57919 -0.45552 0.55982 0.5 0.2 0.1 -0.259
O 4.17420 -0.56468 0.31794 -0.4 -0.1 0.0 -0.339
C 3.58212 0.50312 -0.24261 0.3 0.3 -0.1 0.182
O 4.16970 1.50393 -0.56617 -0.1 -0.1 0.0 -0.597
C 2.13610 0.31016 -0.43023 -0.6 -0.8 0.3 1.073
O 1.48950 1.35606 -1.02512 0.3 0.4 -0.1 -0.545
C 0.19735 1.01699 -1.11346 -0.7 -0.9 0.3 0.087
C -0.83641 1.76967 -1.65296 0.3 0.1 0.0 -1.398
C -2.09476 1.21165 -1.63365 0.2 -0.1 0.0 -0.375
C -2.35298 -0.06082 -1.10193 -0.1 -0.2 0.0 0.470
C -3.76995 -0.59404 -1.08344 0.0 -0.2 0.0 -1.836
N -4.39567 -0.69958 0.22095 0.1 -0.3 0.2 -0.182
C -4.61887 0.53399 0.94095 0.2 0.1 0.2 -0.712
C -3.40217 1.10038 1.69660 0.0 -0.3 -0.3 -0.065
O -3.73177 2.23058 2.46563 -0.3 0.3 0.3 -0.541
C -1.30581 -0.79834 -0.57570 0.1 0.5 -0.2 1.283
Cl -1.59099 -2.37790 0.06878 -0.1 -0.3 0.1 -0.255
C -0.01153 -0.26937 -0.56968 -0.1 0.6 -0.3 0.831
C 1.27430 -0.71590 -0.12574 0.7 0.5 -0.1 -0.103
C 1.57105 -2.01709 0.52347 0.2 -0.1 0.1 -1.519
H 5.36486 -0.21335 2.69103 0.0 0.0 0.1 0.297
H 5.50946 1.30510 1.79220 0.0 0.1 0.0 0.319
H 6.93520 0.29037 2.04531 0.1 0.0 0.0 0.387
H 5.93761 -1.48619 0.60091 -0.1 0.1 -0.1 0.329
H 6.04328 0.06926 -0.28131 -0.1 -0.2 0.1 0.315
H -0.65008 2.74762 -2.06382 0.0 0.1 -0.1 0.454
H -2.92439 1.76960 -2.04042 -0.1 0.1 0.0 0.340
H -4.40362 0.05058 -1.69776 0.1 -0.1 -0.1 0.454
H -3.78235 -1.59835 -1.51858 0.0 0.1 -0.1 0.427
H -3.89275 -1.36067 0.80387 -0.1 0.0 -0.1 0.274
H -4.99088 1.28429 0.23925 -0.1 0.0 0.1 0.242
H -5.41242 0.33689 1.67443 0.0 0.2 0.0 0.453
H -2.97327 0.30919 2.33330 0.0 0.0 -0.1 0.244
H -2.63149 1.43632 1.00028 0.0 -0.1 0.1 0.069
H -4.44260 1.99765 3.07401 0.1 0.0 0.0 0.323
H 2.62201 -2.08401 0.78003 0.0 -0.1 0.0 0.257
H 1.31345 -2.83483 -0.14859 0.0 -0.1 0.0 0.374
H 0.97076 -2.12729 1.42559 0.0 -0.1 0.0 0.374
```
Positions in Å, forces in eV/Å.

LUMO level ... 0.1 eV
SMILES ... CCOC(=O)c1oc2ccc(CNCCO)c(Cl)c2c1C

---

[3]
A molecular structure, C15H18HfN2O5S in a non-equilibrium geometry. Source: the OMol25 dataset; level of theory: ωB97M-V with the def2-TZVPD basis set.

The geometry in XYZ format:
```
42
Properties=species:S:1:pos:R:3:forces:R:3:mulliken_charge:R:1
Hf 0.05165 0.15077 -0.58452 -2.1 -0.7 3.6 1.645
O 0.25660 1.77981 -1.88301 0.4 2.5 -0.6 -0.540
C -0.80183 2.92201 -1.68303 1.4 -0.5 0.9 -0.561
C -0.74915 3.16984 -0.19426 -2.8 -0.4 0.3 -0.884
N -1.07198 1.93343 0.60244 1.2 0.0 -0.2 -0.020
C -0.41776 2.01331 1.99201 1.1 0.6 -1.5 -0.652
C 1.07589 1.43033 2.02609 -0.4 0.2 1.4 0.457
O 1.83527 1.67548 2.93618 -1.3 -0.2 -1.7 -0.546
O 1.30541 0.51053 1.06809 -1.1 1.1 -1.4 -0.478
C -2.52552 1.64343 0.60481 -0.3 -1.5 -0.6 -0.565
C -2.94329 0.49981 -0.48192 -1.4 -0.5 1.5 0.382
O -4.04885 -0.00444 -0.50689 2.1 1.3 0.0 -0.531
O -1.91201 0.07703 -1.23470 1.3 0.5 0.7 -0.727
H 1.14590 2.21152 -1.93069 -0.8 -0.3 -0.2 0.353
H -1.71349 2.47694 -2.02973 -0.3 -0.1 -0.3 0.297
H -0.50339 3.80773 -2.24704 0.0 -0.4 -0.2 0.463
H -1.49291 3.93608 0.09323 0.1 -0.1 -0.4 0.478
H 0.14802 3.56914 0.13777 2.1 0.5 0.4 0.634
H -0.99138 1.43670 2.66391 -0.6 -0.9 0.7 0.434
H -0.44428 3.03704 2.37771 0.2 -0.1 -0.2 0.490
H -3.17778 2.48431 0.42124 0.1 0.6 -0.2 0.421
H -2.77029 1.33414 1.62014 -0.3 -0.5 -0.2 0.420
C 0.91930 -2.50619 -2.04592 1.2 1.7 0.8 -0.513
C 1.08853 -1.07446 -2.22491 1.6 -2.7 -1.3 0.083
C 2.22548 -0.47352 -1.54865 0.8 -0.1 -1.6 -0.274
C 3.08634 -1.18915 -0.72802 1.2 -1.1 0.2 -0.672
C 2.91720 -2.61635 -0.64241 0.9 1.1 0.8 -0.430
C 1.88054 -3.22654 -1.27344 -1.9 0.5 -0.8 -0.349
H 0.09053 -3.04299 -2.46679 -0.2 0.0 -0.4 0.532
H 0.63841 -0.59041 -3.13999 0.2 -0.3 1.2 0.544
H 2.59381 0.50345 -1.91185 -0.4 -0.3 0.5 0.648
H 4.02458 -0.72938 -0.26723 -1.7 -0.5 -0.6 0.427
H 3.59969 -3.27713 -0.07524 -0.2 0.8 -0.3 0.424
H 1.74227 -4.28429 -1.15869 0.0 -0.4 -0.1 0.484
S -1.67402 -3.55942 1.96016 -1.7 -0.1 -1.1 -0.027
C -0.24803 -3.04528 2.59127 2.1 1.2 0.6 -0.311
C 0.22023 -1.91659 1.91102 0.6 -1.4 1.1 -0.807
N -0.56336 -1.56851 0.82765 0.2 0.4 0.9 0.465
C -1.64267 -2.32920 0.81219 -1.2 -0.3 -1.7 -0.392
H 0.14322 -3.63925 3.43933 0.1 1.0 -0.6 0.410
H 1.11775 -1.33397 2.14768 -0.5 -0.6 -0.1 0.431
H -2.41460 -2.19577 0.02601 0.5 -0.2 0.8 0.358
```
Positions in Å, forces in eV/Å.

Total charge ... +2
LUMO level ... -7.9 eV

---

[4]
C15H18N2O in the gas phase in a non-equilibrium geometry. Source: the OMol25 dataset; level of theory: ωB97M-V with the def2-TZVPD basis set.

The geometry in XYZ format:
```
36
Properties=species:S:1:pos:R:3:forces:R:3:mulliken_charge:R:1
C 3.46840 -1.92508 0.95032 -0.4 -0.1 -0.2 -0.905
C 2.98627 -0.47704 0.34883 0.2 0.4 1.0 -0.301
C 3.06498 -0.34456 -1.28486 -0.2 0.4 0.4 -0.529
C 2.44593 -1.62461 -2.10590 -0.3 -0.6 -0.3 -0.386
C 1.11738 -1.14686 -3.00266 -0.3 0.0 1.2 -0.848
C -0.14154 -1.04803 -1.91590 -2.8 1.8 2.7 0.430
C -1.22940 -2.27152 -1.65744 -1.1 3.4 2.9 -0.447
C -2.43869 -2.08450 -0.51919 3.0 1.3 -1.8 -0.418
C -2.60975 -0.70192 0.39682 0.8 -1.0 -1.0 0.461
N -3.71932 -0.69983 1.40948 4.2 6.1 -0.4 -0.520
C -3.70511 0.61568 2.13713 1.2 -0.8 -1.9 -0.315
C -2.69395 1.86147 1.86560 0.9 -2.2 -2.0 0.315
C -2.85759 3.26552 2.73935 1.4 0.2 -1.0 -0.362
C -2.21941 4.48199 1.78620 6.2 0.8 -0.1 0.045
O -0.87992 4.68236 1.70867 -8.6 -1.4 0.7 -0.470
N -1.59272 1.81409 0.84512 -4.6 -4.3 1.9 -0.305
C -1.55001 0.49931 0.11912 0.0 -0.4 -0.3 0.101
C -0.35448 0.31738 -1.02797 -1.3 -3.0 -0.5 -0.420
H 4.21797 -2.41290 0.19447 -1.2 0.9 1.6 0.226
H 3.93730 -1.83267 2.04406 -1.0 -0.1 -2.6 0.297
H 2.53718 -2.63904 1.02371 1.9 1.3 -0.1 0.243
H 3.69815 0.34382 0.84255 -1.6 -1.6 -1.3 0.324
H 1.90035 -0.24608 0.77140 2.2 -0.5 -1.1 0.106
H 2.42887 0.60075 -1.59731 1.4 -1.8 0.7 0.153
H 4.18536 -0.08281 -1.56269 -2.3 -0.9 0.4 0.346
H 3.25667 -2.17218 -2.79011 -1.8 1.5 1.3 0.299
H 2.03535 -2.48361 -1.38662 1.0 2.0 -1.4 0.263
H 1.28477 -0.07084 -3.47522 -0.4 -2.4 1.0 0.332
H 0.89173 -1.93287 -3.85123 0.3 1.6 1.8 0.332
H -1.10984 -3.25243 -2.28528 -0.5 2.0 1.5 0.281
H -3.18254 -3.00626 -0.38051 1.8 2.4 -0.2 0.265
H -4.54264 0.77433 2.97070 2.0 -0.5 -2.1 0.272
H -3.96474 3.50459 3.03816 2.2 -0.6 -0.7 0.333
H -2.14560 3.23235 3.69483 -1.7 -0.1 -2.1 0.260
H -2.89948 5.22853 1.16217 1.1 -1.7 1.3 0.280
H 0.38006 1.23344 -1.20577 -1.9 -2.1 0.5 0.261
```
Positions in Å, forces in eV/Å.

LUMO level ... -1.2 eV
SMILES ... CCCCCc1ccc2ncc(CC=O)nc2c1